C4H7O3 | ωB97M-V with the def2-TZVPD basis set

The geometry in XYZ format:
```
14
Properties=species:S:1:pos:R:3:forces:R:3:nbo_charge:R:1
O -1.070 -2.201 2.048 -0.1 -0.1 -0.1 -0.784
C -0.251 -1.261 2.000 0.0 -0.1 0.1 0.757
O 0.155 -0.524 2.928 0.0 0.1 0.0 -0.797
C 0.334 -0.923 0.607 -0.1 0.2 -0.6 -0.502
C -0.409 0.259 -0.031 0.2 -0.4 -0.1 -0.410
C 0.299 0.755 -1.270 -0.1 0.3 -0.4 -0.050
O -0.560 1.661 -2.000 -0.3 0.1 0.1 -0.751
H 1.373 -0.626 0.736 0.2 0.0 0.1 0.185
H 0.307 -1.767 -0.098 -0.1 0.0 0.3 0.183
H -1.424 -0.028 -0.309 -0.1 0.0 0.1 0.202
H -0.447 1.056 0.705 -0.2 0.2 0.1 0.210
H 1.229 1.243 -0.972 0.1 0.1 -0.1 0.151
H 0.556 -0.052 -1.965 0.0 -0.2 0.2 0.148
H -0.091 2.408 -2.378 0.3 -0.2 0.2 0.459
```
Forces are in eV/Å.

Computed properties:
Gap between HOMO and LUMO = 0.2635 Eh
E_HOMO = -0.1435 Eh
Multiplicity = 1
SMILES = O=C([O-])CCCO
Charge = -1
E = -382.3872 hartree